## 1
{"formula": "H3N3O3", "method": "the ωB97M-V functional and the def2-TZVPD basis", "species": ["N", "N", "N", "O", "O", "O", "H", "H", "H"], "coordinates": [[0.78095, -0.98474, 0.05555], [1.72642, -0.15492, -0.33450], [-0.39325, -0.66124, 0.05590], [-1.47850, -1.22230, 0.16486], [-1.93526, 1.24836, -0.11386], [-0.68166, 0.94373, 0.14698], [1.72384, 0.82061, 0.11902], [2.69575, -0.49911, -0.41616], [-2.43829, 0.50960, 0.32220]], "smiles": "N/N=[N+](/[O-])OO", "spin_multiplicity": 1, "total_charge": 0, "homo_energy_ev": -9.4, "orbital_gap_ev": 9.867, "lumo_ev": 0.50}


## 2
{"formula": "H3N3O3", "method": "the ωB97M-V functional and the def2-TZVPD basis", "species": ["N", "N", "N", "O", "O", "O", "H", "H", "H"], "coordinates": [[-0.47944, 0.09263, 0.84694], [-1.52182, 0.07547, 0.25727], [2.32101, -0.54713, -0.45121], [1.16128, -1.16638, -0.83175], [3.33320, -0.79821, -1.04942], [-2.20611, 1.25083, 0.33500], [-0.05967, 0.95970, 1.20340], [0.53492, -0.80196, -0.20310], [-3.08338, 0.93506, -0.10713]], "smiles": "[H]/N=N\\O.O=NO", "spin_multiplicity": 1, "total_charge": 0, "homo_energy_ev": -9.8, "orbital_gap_ev": 10.109, "lumo_ev": 0.27}


## 3
{"formula": "H3N3O3", "method": "the ωB97M-V functional and the def2-TZVPD basis", "species": ["N", "N", "N", "O", "O", "O", "H", "H", "H"], "coordinates": [[0.56094, -0.57063, -0.32282], [-0.23618, 0.37442, -0.64415], [0.86206, 2.10509, 0.30757], [1.82998, 1.71185, 0.95911], [0.46275, 3.24053, 0.16202], [-1.38782, 0.16887, 0.04615], [0.29343, -1.29744, 0.31013], [1.27691, -0.70880, -0.96218], [-1.97127, 0.84174, -0.43373]], "spin_multiplicity": 1, "total_charge": 0, "homo_energy_ev": [-8.8, -7.8], "orbital_gap_ev": [9.109, 7.160], "lumo_ev": [0.35, -0.61]}


2 (31.0 kcal/mol below the next structure)